Computed, not measured: CHLiO2 as an isolated structure at a distorted geometry, with wB97M-V/def2-TZVPD.

Element x y z (Å)
Li: -0.13679 1.47326 0.84614
O: -0.06425 -0.50474 0.74925
C: -0.29024 -0.36960 -0.55803
H: 0.51111 -1.37225 -0.05039
O: -0.01982 0.77333 -0.98696

Force components x, y, z for each atom (eV/Å):
Li 0.2 -0.5 -0.5
O 0.0 -0.7 1.6
C 2.2 0.4 -0.8
H -1.3 0.8 -0.1
O -1.2 0.0 -0.2

The net charge is 0. The calculation puts the HOMO energy at -8.1 eV. The orbital gap is 7.46 eV. The calculation puts the energy above the lowest of the compared OMol25 structures with the same formula, charge and spin at 1.862 eV. The calculation puts the molar mass at 51.96 Da.